Entry from the Open Molecules 2025 dataset: C56H62N8O4STeTi as an isolated structure (ωB97M-V with the def2-TZVPD basis set).

```
! RIJCOSX wB97M-V def2-TZVPD def2/J DEFGRID3
* xyz 2 1
Ti 0.4456 -0.5077 1.7218
C -3.2697 -2.3706 0.3574
C -3.4079 -0.9787 0.9009
C -4.4316 -0.1714 0.4224
C -4.6499 1.0916 0.9396
C -3.8669 1.5533 1.9824
C -2.8298 0.7812 2.4862
C -2.0932 1.2205 3.7150
C -2.5652 -0.4624 1.8998
N -1.4301 -1.2058 2.2889
C -1.5403 -2.3014 2.9563
C -2.8134 -2.7321 3.6033
C -0.3461 -3.1719 3.0183
C -0.4157 -4.5294 3.6402
N 0.6850 -2.7366 2.3910
C 1.8516 -3.5203 2.2584
C 2.7857 -3.6507 3.2981
C 2.5031 -3.2341 4.7100
C 4.0051 -4.2586 3.0238
C 4.2883 -4.7837 1.7782
C 3.3046 -4.7726 0.8041
C 2.0745 -4.1742 1.0322
C 0.9602 -4.3840 0.0487
H -3.4334 -2.3727 -0.7190
H -4.0391 -3.0077 0.7988
H -2.2933 -2.8081 0.5684
H -5.0743 -0.5581 -0.3549
H -5.4574 1.6974 0.5593
H -4.0757 2.5124 2.4312
H -1.8201 2.2673 3.6352
H -1.1897 0.6300 3.8953
H -2.7522 1.1252 4.5793
H -3.5584 -1.9402 3.5445
H -2.6314 -2.9712 4.6508
H -3.2196 -3.6223 3.1239
H -1.4104 -4.7881 3.9829
H 0.2722 -4.5995 4.4817
H -0.0853 -5.2699 2.9100
H 3.3751 -2.7499 5.1460
H 2.2981 -4.1268 5.3070
H 1.6550 -2.5566 4.7896
H 4.7334 -4.3302 3.8160
H 5.2435 -5.2451 1.5821
H 3.4776 -5.2575 -0.1441
H 0.5349 -5.3774 0.2042
H 1.3279 -4.3479 -0.9740
H 0.1664 -3.6491 0.1711
N 2.5551 -0.1450 1.0024
C 2.5943 -0.3171 -0.4536
C 3.9786 -0.7925 -0.9279
C 4.1341 -1.1258 -2.4189
C 4.1406 0.0785 -3.3752
N 2.8344 0.4525 -3.8992
C 2.2433 -0.0897 -4.9592
N 1.1647 0.4909 -5.4827
N 2.7532 -1.1564 -5.5627
C 1.4498 -1.3256 -0.7784
O 1.4681 -1.9821 -1.8095
O 0.5415 -1.3638 0.1027
H 2.8485 0.7859 1.3208
H 3.1779 -0.8255 1.4481
H 2.3143 0.6376 -0.9265
H 4.2142 -1.7045 -0.3689
H 4.7168 -0.0347 -0.6495
H 3.3459 -1.8196 -2.7063
H 5.0905 -1.6399 -2.5248
H 4.7983 -0.1352 -4.2226
H 4.5503 0.9512 -2.8658
H 2.3717 1.2430 -3.4805
H 0.7479 1.3071 -5.0689
H 0.6253 0.0068 -6.1867
H 3.5003 -1.6859 -5.1493
H 2.2719 -1.5569 -6.3500
C -0.8682 6.6192 0.6783
C -0.6007 5.1562 0.8411
C 0.1976 4.6953 1.8839
C 0.4389 3.3416 2.0625
C 1.3325 2.8454 3.1469
O 2.2360 2.0707 2.8501
C 1.0094 3.2388 4.5256
C 1.8809 2.9444 5.5785
C 1.4848 3.1258 6.8902
C 0.2136 3.6057 7.1744
C -0.6393 3.9609 6.1400
C -0.2385 3.7989 4.8290
C -0.1139 2.3861 1.1788
O 0.0857 1.1058 1.3942
C -0.8740 2.8579 0.0798
C -1.1132 4.2249 -0.0529
C -1.3286 1.9154 -0.9417
N -1.2800 0.6634 -0.7014
C -1.6010 -0.3097 -1.7200
C -0.6615 -0.2386 -2.9157
Te -0.3265 -2.1937 -3.7735
C -1.2773 -1.6441 -5.6181
C -2.4448 -0.8962 -5.6592
C -3.0002 -0.5248 -6.8702
C -2.4037 -0.9119 -8.0583
C -1.2525 -1.6807 -8.0318
C -0.6897 -2.0327 -6.8178
C -1.7493 2.4955 -2.2495
C -0.7872 2.9655 -3.1411
C -1.1505 3.3705 -4.4135
C -2.4834 3.3434 -4.7910
C -3.4502 2.9324 -3.8896
C -3.0872 2.4993 -2.6258
H -0.6403 7.1559 1.5953
H -1.9063 6.8049 0.4102
H -0.2418 7.0313 -0.1133
H 0.6461 5.4043 2.5661
H 2.8637 2.5590 5.3594
H 2.1620 2.8876 7.6960
H -0.1174 3.7014 8.1970
H -1.6177 4.3677 6.3560
H -0.9041 4.0862 4.0299
H -1.7174 4.5671 -0.8808
H -2.6440 -0.2225 -2.0493
H -1.4721 -1.2791 -1.2388
H 0.2984 0.1390 -2.5666
H -1.0445 0.4147 -3.6924
H -2.9327 -0.6097 -4.7384
H -3.9079 0.0588 -6.8861
H -2.8384 -0.6275 -9.0020
H -0.7964 -2.0057 -8.9548
H 0.1964 -2.6564 -6.7933
H 0.2483 3.0115 -2.8246
H -0.4018 3.7260 -5.1082
H -2.7665 3.6520 -5.7835
H -4.4896 2.9539 -4.1756
H -3.8365 2.1744 -1.9182
S 3.4281 -0.0293 4.9646
C 2.1264 -0.2087 4.1137
N 1.1288 -0.3951 3.4865
*
```

HOMO-LUMO gap = 6.02 eV
E_HOMO = -0.4354 hartree

---

Entry from the Open Molecules 2025 dataset: C56H64FeN7O4Se as an isolated structure (ωB97M-V with the def2-TZVPD basis set).

```
! RIJCOSX wB97M-V def2-TZVPD def2/J DEFGRID3
* xyz -1 5
Fe -1.1078 -0.1217 -1.1118
C 1.2268 3.2770 5.6135
C -0.0540 3.9031 5.0384
C -1.2510 3.5122 5.9194
C 0.0841 5.4259 5.0886
C -0.2577 3.3861 3.6158
C -0.5079 2.0388 3.3933
C -0.6417 1.5440 2.1102
Se -0.9758 -0.3387 1.9044
C 0.8506 -0.9174 1.7809
C 1.5691 -1.1195 2.9423
C 2.8855 -1.5634 2.9012
C 3.4157 -1.8105 1.6376
C 2.7248 -1.6200 0.4472
C 1.3848 -1.1270 0.4847
O 0.6883 -0.8814 -0.5830
C 3.3649 -1.9981 -0.8932
C 2.5292 -3.1326 -1.5090
C 3.3868 -0.7813 -1.8317
C 4.8048 -2.4969 -0.7524
C 3.6527 -1.7908 4.2020
C 2.8981 -2.8193 5.0621
C 3.7641 -0.4688 4.9751
C 5.0631 -2.3307 3.9582
C -0.5545 2.3442 0.9385
O -0.6627 1.8257 -0.2432
C -0.3223 3.7397 1.1780
C -0.1821 4.1934 2.4835
C -0.3583 4.7536 0.0285
C 0.0758 6.1599 0.4538
C -1.8175 4.8250 -0.4379
C 0.5401 4.3407 -1.1469
H 1.4084 3.6228 6.6366
H 2.0863 3.5450 4.9961
H 1.1499 2.1890 5.6236
H -1.1221 3.9066 6.9319
H -1.3593 2.4296 5.9869
H -2.1743 3.9157 5.4988
H 0.2032 5.7500 6.1255
H -0.8057 5.9104 4.6809
H 0.9566 5.7660 4.5274
H -0.6041 1.3408 4.2170
H 1.0772 -0.9070 3.8846
H 4.4344 -2.1684 1.5749
H 1.5157 -2.7839 -1.6921
H 2.4822 -3.9776 -0.8168
H 2.9714 -3.4825 -2.4500
H 2.3849 -0.3747 -1.9449
H 3.7726 -1.0649 -2.8171
H 4.0320 -0.0027 -1.4181
H 4.8620 -3.4065 -0.1499
H 5.4499 -1.7343 -0.3105
H 5.1955 -2.7318 -1.7459
H 1.9009 -2.4625 5.3191
H 3.4441 -3.0188 5.9894
H 2.7859 -3.7550 4.5107
H 2.7770 -0.0690 5.2096
H 4.2935 0.2761 4.3781
H 4.3084 -0.6146 5.9135
H 5.0308 -3.2703 3.4029
H 5.5539 -2.5192 4.9160
H 5.6708 -1.6149 3.4007
H -0.0047 5.2500 2.6304
H -0.6183 6.6036 1.1709
H 0.0943 6.8044 -0.4287
H 1.0788 6.1535 0.8868
H -2.4566 5.1736 0.3762
H -2.1469 3.8275 -0.7251
H -1.9259 5.5033 -1.2924
H 1.5914 4.3563 -0.8471
H 0.4074 5.0395 -1.9799
H 0.2915 3.3400 -1.4871
C -2.5867 -0.9191 -4.5004
O -1.4893 -0.1430 -4.0332
C -1.7345 1.2115 -4.1284
C -1.4108 1.9157 -5.2707
C -1.7524 3.2568 -5.3719
C -2.4542 3.8589 -4.3366
C -2.7817 3.1493 -3.1967
C -2.3919 1.8130 -3.0462
N -2.6726 1.0239 -1.9240
N -3.5765 1.5286 -1.1759
C -4.0609 0.8967 -0.1046
C -3.7701 -0.4807 0.2079
O -2.9444 -1.1642 -0.4526
C -4.4633 -1.0669 1.3190
C -5.2655 -0.3390 2.1287
C -5.5149 1.0456 1.8902
C -6.2847 1.8189 2.7775
C -6.5089 3.1521 2.5466
C -5.9994 3.7452 1.3842
C -5.2514 3.0073 0.4991
C -4.9572 1.6546 0.7447
H -3.5388 -0.4828 -4.1898
H -2.5022 -1.9145 -4.0650
H -2.5735 -0.9851 -5.5948
H -0.9052 1.4119 -6.0858
H -1.4923 3.8161 -6.2610
H -2.7566 4.8956 -4.4217
H -3.3469 3.6033 -2.3984
H -4.2630 -2.1105 1.5267
H -5.7209 -0.8034 2.9964
H -6.6936 1.3410 3.6613
H -7.0772 3.7428 3.2542
H -6.1922 4.7927 1.1872
H -4.8591 3.4612 -0.3983
C 0.7524 -2.0993 -4.1023
C -0.3202 -2.8235 -3.3709
N -0.8573 -2.4650 -2.2340
C -1.7506 -3.4465 -1.8853
C -1.7599 -4.4191 -2.8358
N -0.8338 -4.0215 -3.7849
C -0.5571 -4.6967 -5.0209
N 0.8227 -5.0921 -5.1198
N 1.5559 -4.7773 -6.2135
N 2.7254 -5.2726 -6.0935
C 2.8075 -5.9350 -4.8943
C 3.8487 -6.6493 -4.2978
C 3.6027 -7.2053 -3.0617
C 2.3689 -7.0526 -2.4079
C 1.3239 -6.3603 -2.9834
C 1.5680 -5.8240 -4.2459
H 0.9010 -1.1383 -3.6193
H 0.4827 -1.9385 -5.1484
H 1.6878 -2.6625 -4.0720
H -2.3303 -3.3640 -0.9810
H -2.3118 -5.3407 -2.9178
H -0.7537 -4.0557 -5.8809
H -1.2085 -5.5702 -5.0696
H 4.8102 -6.7497 -4.7824
H 4.3858 -7.7754 -2.5786
H 2.2455 -7.4736 -1.4189
H 0.3779 -6.2215 -2.4779
*
```

Relative energy (zero: lowest compared OMol25 entry of this formula, charge and spin) = 108.0 kJ/mol
HOMO-LUMO gap (alpha / beta) = 5.99 / 5.92 eV
E_HOMO (alpha / beta) = -0.1513 / -0.1493 hartree
⟨S²⟩ = 6.01

---

Entry from the Open Molecules 2025 dataset: C56H66AsCsOP2S as an isolated structure (ωB97M-V with the def2-TZVPD basis set).

```
! RIJCOSX wB97M-V def2-TZVPD def2/J DEFGRID3
* xyz 0 1
Cs 0.1384 0.3718 0.5255
C -0.7897 -0.0531 3.5781
C 0.5684 -0.4625 3.5558
C 1.3550 0.7339 3.4606
C 0.4405 1.8188 3.4211
C -0.8768 1.3433 3.4988
C -2.1499 2.1540 3.6275
C -2.8258 1.8501 4.9716
C -3.1220 1.7978 2.4944
C -1.8518 3.6508 3.5601
C 2.8685 0.9839 3.4142
C 3.1702 2.4848 3.5421
C 3.5201 0.5429 2.0899
C 3.6005 0.3151 4.5877
C 0.9116 -1.9473 3.7392
C 2.0881 -2.4456 2.8913
C 1.1895 -2.2542 5.2204
C -0.2819 -2.8268 3.3247
H -1.6395 -0.7123 3.6953
H 0.7144 2.8619 3.3726
H -3.0902 0.7934 5.0415
H -3.7371 2.4440 5.0974
H -2.1455 2.0764 5.7943
H -3.3042 0.7198 2.4708
H -2.7112 2.0961 1.5244
H -4.0842 2.3070 2.6177
H -1.2257 3.9610 4.3989
H -2.7801 4.2290 3.5945
H -1.3274 3.8994 2.6356
H 2.7411 3.0545 2.7162
H 4.2522 2.6404 3.5272
H 2.7787 2.8890 4.4765
H 3.1838 1.1558 1.2462
H 3.3072 -0.4953 1.8452
H 4.6081 0.6558 2.1473
H 3.1433 0.6186 5.5312
H 4.6524 0.6167 4.6011
H 3.5728 -0.7703 4.5404
H 3.0349 -1.9886 3.1630
H 1.9087 -2.2504 1.8287
H 2.2008 -3.5270 3.0122
H 2.0419 -1.6912 5.5958
H 1.3880 -3.3209 5.3695
H 0.3216 -1.9759 5.8205
H -0.5916 -2.6250 2.2946
H -1.1451 -2.6729 3.9710
H -0.0028 -3.8815 3.3941
O -1.7831 0.5431 -1.4678
S -3.1718 0.2919 -0.9876
C -3.3301 -1.4554 -0.6663
C -4.1522 -1.6950 0.4361
C -4.3978 -2.9818 0.8754
C -3.7737 -4.0339 0.2235
C -2.9158 -3.7825 -0.8323
C -2.6710 -2.4949 -1.3324
P -1.4309 -2.6976 -2.7187
C -0.8219 -1.1974 -3.5774
C 0.2958 -0.5668 -3.0252
C 0.9866 0.4065 -3.7198
C 0.6020 0.7331 -5.0162
C -0.4882 0.0990 -5.5863
C -1.2075 -0.8512 -4.8682
C -2.5588 -3.4070 -3.9756
C -2.0714 -4.4292 -4.7848
C -2.8616 -4.9734 -5.7891
C -4.1502 -4.5023 -5.9886
C -4.6475 -3.4854 -5.1828
C -3.8564 -2.9417 -4.1835
C -4.2565 0.4796 -2.4161
C -5.4555 -0.2243 -2.4109
C -6.3612 -0.0702 -3.4466
C -6.0584 0.7993 -4.4821
C -4.8766 1.5236 -4.4611
C -3.9452 1.3997 -3.4265
P -2.3645 2.3790 -3.4600
C -2.5739 3.3940 -1.9506
C -1.4160 3.9774 -1.4356
C -1.4765 4.8264 -0.3415
C -2.6985 5.0915 0.2627
C -3.8521 4.4958 -0.2229
C -3.7913 3.6545 -1.3267
C -2.7871 3.6244 -4.7484
C -2.3750 3.3300 -6.0488
C -2.6300 4.2042 -7.0947
C -3.2843 5.4036 -6.8490
C -3.6817 5.7177 -5.5574
C -3.4386 4.8336 -4.5148
H -4.5900 -0.8481 0.9523
H -5.0378 -3.1556 1.7295
H -3.9260 -5.0525 0.5553
H -2.4023 -4.6198 -1.2934
H 0.6295 -0.8541 -2.0335
H 1.8406 0.8895 -3.2603
H 1.1541 1.4777 -5.5756
H -0.7831 0.3339 -6.6021
H -2.0555 -1.3354 -5.3342
H -1.0654 -4.8006 -4.6269
H -2.4710 -5.7682 -6.4112
H -4.7684 -4.9274 -6.7688
H -5.6520 -3.1110 -5.3361
H -4.2484 -2.1421 -3.5678
H -5.6780 -0.9126 -1.6057
H -7.2879 -0.6287 -3.4427
H -6.7492 0.9323 -5.3046
H -4.6800 2.2161 -5.2680
H -0.4615 3.7646 -1.9057
H -0.5713 5.2775 0.0450
H -2.7482 5.7512 1.1186
H -4.8037 4.6876 0.2563
H -4.7033 3.2124 -1.7114
H -1.8451 2.4026 -6.2374
H -2.3072 3.9561 -8.0979
H -3.4754 6.0945 -7.6600
H -4.1844 6.6556 -5.3580
H -3.7559 5.0930 -3.5128
C 4.1391 -1.2988 -3.2149
As 3.5684 -1.1053 -1.3492
C 5.3384 -1.2514 -0.5270
C 3.0108 -2.9673 -1.0856
H 4.8488 -2.1210 -3.3112
H 4.6086 -0.3766 -3.5569
H 3.2691 -1.4953 -3.8407
H 5.8747 -2.1126 -0.9264
H 5.2311 -1.3574 0.5513
H 5.9091 -0.3454 -0.7282
H 3.7517 -3.6518 -1.5002
H 2.0513 -3.1391 -1.5762
H 2.8972 -3.1677 -0.0205
*
```

Relative energy (zero: lowest compared OMol25 entry of this formula, charge and spin) = 65.4 kJ/mol
HOMO-LUMO gap = 6.06 eV
E_HOMO = -0.2196 hartree